C5H12NO | ωB97M-V/def2-TZVPD

For the energy relative to the best compared isomer or geometry (same formula, charge and spin), the calculation gives 21.95 kcal/mol. The net charge is -1. As for the structure (SMILES): CCNCCC[O-]. The multiplicity is 1. The value obtained for the LUMO energy is 3.7 eV.

Each line ends with the Löwdin charge.
Geometry (Å):
C1 1.263421 0.302484 0.306303  -0.31
N1 0.218064 -0.535534 0.924475  -0.11
C2 -1.158290 -0.019623 0.850544  -0.28
C3 -1.585523 0.601495 -0.483624  -0.21
C4 -1.505767 -0.402638 -1.738522  -0.57
O1 -2.697793 -0.731514 -2.211576  -0.36
C5 2.605047 -0.062038 0.905254  -0.12
H1 0.983181 1.343336 0.461556  0.10
H2 1.216638 0.149974 -0.779664  0.10
H3 0.219356 -1.451232 0.475428  0.09
H4 -1.261249 0.685836 1.688903  0.09
H5 -1.859641 -0.838833 1.045205  0.11
H6 -0.972288 1.510554 -0.589201  0.07
H7 -2.641689 0.864923 -0.420545  0.08
H8 -0.913328 -1.268317 -1.331365  0.06
H9 -0.753765 0.128597 -2.393528  0.06
H10 2.921636 -1.043649 0.574328  0.06
H11 2.595070 0.019756 1.996819  0.06
H12 3.326923 0.746422 0.719202  0.06

Atoms 1-3, force components in eV/Å:
C -1.205 -0.748 0.116
N -0.040 -0.436 0.105
C -0.195 0.041 -0.109